## A
Molecular formula: C14H19N3O
Method: DFT, wB97M-V/def2-TZVPD

Output
Kohn-Sham gap: 9.25 eV

The geometry in ORCA input format:
```
! RIJCOSX wB97M-V def2-TZVPD def2/J DEFGRID3
* xyz 0 1
C 4.981 -0.029 -0.215
C 4.068 0.499 -1.314
C 2.891 -0.447 -1.574
C 2.013 -0.605 -0.346
O 1.912 -1.646 0.276
N 1.366 0.522 0.017
C 0.452 0.582 1.148
C 0.600 1.923 1.858
C -0.952 0.398 0.655
N -1.644 1.362 0.111
C -2.843 0.803 -0.243
C -3.958 1.370 -0.851
C -5.042 0.552 -1.087
C -5.032 -0.799 -0.731
C -3.937 -1.381 -0.127
C -2.840 -0.567 0.112
N -1.610 -0.800 0.676
C -1.135 -2.058 1.185
H 4.429 -0.148 0.715
H 5.388 -0.998 -0.492
H 5.807 0.656 -0.042
H 3.695 1.487 -1.034
H 4.638 0.611 -2.239
H 2.283 -0.068 -2.398
H 3.267 -1.435 -1.842
H 1.368 1.325 -0.591
H 0.730 -0.241 1.813
H 0.254 2.720 1.205
H 1.640 2.093 2.127
H -0.005 1.933 2.760
H -3.962 2.413 -1.122
H -5.925 0.960 -1.557
H -5.906 -1.401 -0.933
H -3.941 -2.425 0.148
H -1.693 -2.863 0.711
H -0.075 -2.184 0.954
H -1.279 -2.119 2.267
*
```

Results of the natural (NBO) charge analysis, in e, for atoms 1 through 8: C -0.609; C -0.381; C -0.494; C 0.692; O -0.649; N -0.610; C -0.104; C -0.601

=====

## B
Molecular formula: C14H19N3O
Method: DFT, wB97M-V/def2-TZVPD

Output
Kohn-Sham gap: 8.38 eV

The geometry in ORCA input format:
```
! RIJCOSX wB97M-V def2-TZVPD def2/J DEFGRID3
* xyz 0 1
C -4.756 -1.100 0.896
C -4.249 -0.648 -0.471
N -3.297 0.424 -0.345
C -3.612 1.747 -0.212
C -2.429 2.406 -0.051
N -1.401 1.521 -0.072
C -1.944 0.341 -0.242
C -1.177 -0.941 -0.356
O -1.649 -1.846 0.638
C 0.297 -0.664 -0.228
C 0.848 -0.386 1.017
C 2.195 -0.136 1.156
C 3.050 -0.132 0.046
N 4.406 0.078 0.206
C 4.899 1.044 1.160
C 5.309 -0.152 -0.893
C 2.486 -0.420 -1.202
C 1.137 -0.682 -1.330
H -5.489 -1.894 0.778
H -5.217 -0.269 1.425
H -3.920 -1.473 1.483
H -5.082 -0.296 -1.088
H -3.764 -1.486 -0.975
H -4.624 2.094 -0.251
H -2.249 3.454 0.077
H -1.378 -1.382 -1.353
H -0.934 -2.457 0.847
H 0.207 -0.370 1.886
H 2.590 0.045 2.144
H 5.345 1.901 0.642
H 4.094 1.415 1.787
H 5.665 0.591 1.797
H 5.282 0.649 -1.645
H 5.075 -1.100 -1.375
H 6.323 -0.214 -0.496
H 3.097 -0.422 -2.090
H 0.730 -0.891 -2.310
*
```

Results of the natural (NBO) charge analysis, in e, for atoms 1 through 8: C -0.616; C -0.202; N -0.334; C -0.106; C -0.093; N -0.456; C 0.319; C 0.056

=====

Here is how they stack up, most stable first: A, B.